(1)
Below is a structure of composition C15H35N3NaOSiTa, with properties calculated with ωB97M-V with the def2-TZVPD basis set.

```
57
Properties=species:S:1:pos:R:3:forces:R:3:lowdin_charge:R:1
N 1.937 -0.335 0.308 -0.4920 -0.2633 0.2997 -0.056
C 3.100 -0.499 0.644 3.0647 -0.3724 -0.3739 -0.330
O 4.257 -0.645 0.831 -3.2779 0.4053 -0.1196 0.231
Na 0.776 0.396 -2.744 0.4775 -0.1226 -0.7732 0.552
Ta -0.017 -0.144 0.190 2.0876 1.4563 -1.2405 1.720
N -0.756 -1.435 -1.173 -0.2080 0.4677 -0.0705 -0.266
N -0.122 1.472 -0.924 -1.1390 -0.5042 1.0145 -0.288
C -0.455 -2.877 -0.917 -0.2693 -0.1504 -0.9013 -0.659
C 0.575 2.800 -1.094 -0.2414 0.1080 -0.0820 -0.627
C 0.747 -3.242 -1.788 0.2964 -0.4074 -0.1404 -0.031
C -1.668 -3.755 -1.272 0.1090 -0.2047 0.1959 -0.020
C -0.111 -3.034 0.544 0.0140 -0.0680 0.3858 -0.071
C 0.160 3.428 -2.433 0.0166 0.1073 0.0495 -0.010
C 0.148 3.734 0.035 0.0639 0.3483 0.2240 -0.022
C 2.072 2.543 -1.069 0.4548 0.2957 -0.0272 -0.030
H 0.497 -3.173 -2.855 0.1145 -0.2180 0.2979 0.085
H 1.069 -4.275 -1.576 -0.0887 0.3734 -0.2149 0.113
H 1.602 -2.575 -1.595 -0.1720 -0.1942 0.0825 0.079
H -2.576 -3.389 -0.777 0.1773 -0.0714 -0.0751 0.103
H -1.489 -4.787 -0.933 -0.0481 0.3354 -0.1228 0.112
H -1.842 -3.794 -2.353 0.0520 -0.0685 0.2582 0.089
H 0.654 -2.283 0.867 -0.1799 -0.5740 0.1421 0.038
H 0.354 -4.018 0.715 0.0114 0.4289 0.0572 0.130
H -1.004 -3.000 1.179 0.1836 0.2035 -0.0478 0.082
H 0.508 2.845 -3.303 -0.1151 0.1426 0.1211 0.088
H 0.622 4.425 -2.515 -0.1552 -0.3880 -0.0449 0.118
H -0.928 3.567 -2.496 0.3212 -0.0378 -0.0545 0.099
H -0.926 3.947 -0.009 0.2760 0.0902 0.0175 0.088
H 0.663 4.702 -0.067 -0.1280 -0.3743 0.0421 0.117
H 0.373 3.322 1.025 0.0565 0.0821 -0.2136 0.082
H 2.398 2.034 -0.152 -0.1296 0.2841 -0.2775 0.072
H 2.598 3.512 -1.128 -0.1665 -0.4839 -0.0377 0.123
H 2.412 1.947 -1.941 -0.0177 0.2327 0.3081 0.087
C -1.639 1.533 -0.877 0.3876 0.3009 -0.3057 -0.122
H -2.043 0.587 -0.408 -0.1657 0.6302 -0.2928 0.078
H -2.009 2.404 -0.312 0.2424 -0.6220 -0.0184 0.100
H -2.061 1.590 -1.895 0.0679 -0.2067 0.5016 0.097
C -1.277 -1.186 -2.545 -0.3539 -0.0622 0.5168 -0.108
H -2.186 -1.781 -2.714 0.3861 0.2045 -0.1916 0.105
H -1.585 -0.138 -2.693 0.1836 -0.4115 0.1304 0.063
H -0.522 -1.461 -3.313 -0.4944 -0.0535 0.2532 0.093
C -2.501 -1.156 3.102 -0.0640 0.0883 -0.1864 -0.175
Si -0.824 -0.391 3.413 -0.6739 0.3704 1.9382 0.378
C -0.923 0.653 4.972 -0.0371 0.0131 -0.1464 -0.174
C 0.454 -1.705 3.757 0.2788 -0.2629 -0.2961 -0.174
C -0.388 0.799 2.031 -0.5182 0.1854 -0.4491 -0.409
H -2.797 -1.732 3.990 0.0676 0.1111 -0.2674 0.058
H -2.532 -1.830 2.237 -0.1122 0.0181 0.0977 0.007
H -3.254 -0.371 2.948 0.0840 -0.1885 0.0481 0.046
H -1.301 0.048 5.807 0.0885 0.1411 -0.1375 0.048
H 0.066 1.039 5.253 -0.1923 -0.0727 -0.0304 0.045
H -1.595 1.510 4.838 0.1060 -0.1497 0.0774 0.042
H 0.249 -2.651 3.243 0.1332 0.1172 0.1400 0.020
H 1.473 -1.382 3.506 -0.0821 -0.1082 0.1091 0.035
H 0.434 -1.908 4.839 0.0016 0.0731 -0.3505 0.058
H -1.115 1.633 1.922 0.0720 -0.5758 0.4257 0.044
H 0.596 1.282 2.255 -0.3544 -0.3981 -0.2444 0.046
```
Forces are in eV/Å.

Values from the calculation:
HOMO energy	-15.22	eV
gap between HOMO and LUMO	7.396	eV
total charge	+2
E_LUMO	-7.83	eV

***

(2)
Below is an isolated molecule of CHCl2F2NS, with properties calculated with ωB97M-V with the def2-TZVPD basis set.

```
8
Properties=species:S:1:pos:R:3:forces:R:3:lowdin_charge:R:1
C -1.178 -0.222 -0.109 2.3857 1.1693 0.1756 -1.217
N 0.024 0.453 0.448 -1.3334 -0.6284 -0.9570 -0.373
F 2.086 0.058 1.497 0.0615 0.1992 -2.3048 -0.316
F 2.107 1.354 -0.712 -0.6794 -1.8891 1.3880 -0.345
S 1.352 -0.023 -0.014 1.7829 1.8187 1.5082 1.027
Cl -1.328 0.163 -1.843 -0.4957 -0.0789 0.3703 0.579
Cl -1.148 -1.922 0.194 -0.0386 -1.3920 -0.1171 0.610
H -1.915 0.139 0.539 -1.6830 0.8012 -0.0632 0.035
```
Forces are in eV/Å.

Values from the calculation:
HOMO energy	-11.13	eV
gap between HOMO and LUMO	10.923	eV
total charge	0
relative energy (zero: lowest compared OMol25 entry of this formula, charge and spin)	0.1267	eV
E_LUMO	-0.21	eV

***

(3)
Below is a structure of composition C9H20NOS, with properties calculated with ωB97M-V with the def2-TZVPD basis set.

```
32
Properties=species:S:1:pos:R:3:forces:R:3:lowdin_charge:R:1
C -3.876 0.574 0.490 1.3243 -4.3534 -3.4190 -0.230
C -1.350 -0.676 -0.671 -2.7485 -3.3476 -1.8371 -0.339
C 2.953 -0.309 1.090 -0.0811 -0.2984 -1.2670 -0.120
C 4.152 -0.011 0.175 -0.8193 -0.3074 -1.1421 -0.189
C 2.173 1.208 -0.523 -0.0282 4.0859 -1.5844 -0.212
C 1.659 0.099 0.296 0.7071 -1.0750 1.9258 -0.307
C -2.068 -2.428 0.045 0.6441 0.9441 -2.7073 0.016
C -1.823 2.165 -0.204 0.2369 -2.0024 -3.9438 -0.259
C 1.040 -1.070 -0.457 0.4426 0.9381 1.7540 -0.137
N 3.648 1.174 -0.556 -1.4672 -1.6122 3.1996 -0.029
O -0.067 -0.542 -1.160 -3.1510 -0.0047 0.4554 -0.143
S -2.059 0.618 0.655 0.3872 -0.3107 -0.7296 1.054
H -4.324 0.943 1.330 -1.0480 0.3660 2.4897 0.027
H -4.093 -0.545 0.150 0.0314 2.1981 1.4667 0.110
H 3.002 -1.318 1.397 -0.4068 -1.4349 0.2533 0.097
H 3.067 0.235 2.001 -0.1181 0.7953 0.4650 0.110
H 4.923 0.261 0.850 1.2026 0.2836 0.2788 0.087
H 4.567 -0.885 -0.501 -1.1669 1.4744 1.1796 0.145
H 1.795 1.348 -1.574 -0.0207 -0.6585 0.8694 0.127
H 1.721 2.183 0.008 1.4484 -1.4396 -1.0120 0.139
H 0.935 0.526 1.036 0.2165 -0.6826 -0.5566 0.132
H -2.320 -2.426 1.100 -0.0571 0.4230 -0.0247 0.034
H -1.325 -3.217 -0.158 0.1795 0.7113 0.2424 0.042
H -2.929 -2.766 -0.658 1.1996 1.2914 1.3273 0.082
H -2.786 2.618 -0.203 -0.3296 0.8393 -0.0400 0.036
H -1.065 2.691 0.237 1.6941 1.5844 1.2386 0.011
H -1.462 1.945 -1.339 -1.0312 0.4342 2.6386 0.144
H 0.687 -1.779 0.321 0.4194 -0.2160 -0.9371 0.140
H 1.736 -1.408 -1.223 -0.1443 -0.5751 0.2162 0.154
H -4.217 1.126 -0.356 0.1886 0.6230 -0.6737 0.051
H 4.160 1.393 -1.333 0.8034 0.8025 -2.4845 0.071
H -2.066 -0.628 -1.632 1.4923 0.5239 2.3585 0.157
```
Forces are in eV/Å.

Values from the calculation:
HOMO energy	-10.98	eV
gap between HOMO and LUMO	7.745	eV
total charge	+1
relative energy (zero: lowest compared OMol25 entry of this formula, charge and spin)	3.6043	eV
E_LUMO	-3.24	eV

***

(4)
Below is an isolated molecule of C3H3F2NO2, with properties calculated with ωB97M-V with the def2-TZVPD basis set.

```
11
Properties=species:S:1:pos:R:3:forces:R:3:lowdin_charge:R:1
C -2.893 -0.552 -0.167 2.9802 -2.5939 2.2264 0.005
N -2.051 0.379 -0.013 -0.7972 -0.6755 1.6498 0.043
O -0.843 -0.231 0.678 -0.7852 3.2898 -3.2400 -0.076
C 0.142 0.620 0.115 1.2025 -1.9695 0.9582 -0.359
O 0.019 1.659 -0.466 0.7335 -1.8826 1.1181 0.150
C 1.418 -0.380 0.364 -0.6950 1.1126 -1.1388 -0.187
F 1.184 -1.368 -0.672 1.0650 1.6382 2.0926 -0.006
F 2.576 0.320 0.134 -0.9706 -1.2417 0.0116 0.048
H -2.405 -1.596 0.120 -1.8940 1.7185 -0.7445 0.136
H -3.930 -0.333 -0.170 -0.7606 0.1533 -1.1089 0.070
H 1.447 -0.851 1.410 -0.0786 0.4509 -1.8246 0.176
```
Forces are in eV/Å.

Values from the calculation:
HOMO energy	-10.62	eV
gap between HOMO and LUMO	10.999	eV
total charge	0
relative energy (zero: lowest compared OMol25 entry of this formula, charge and spin)	3.5055	eV
E_LUMO	0.38	eV

***

(5)
Below is a structure of composition C30H22HgN7O8S, with properties calculated with ωB97M-V with the def2-TZVPD basis set.

```
69
Properties=species:S:1:pos:R:3:forces:R:3:lowdin_charge:R:1
Hg -0.317 -0.579 0.339 0.0562 -0.0001 0.1787 1.208
S 2.770 5.567 -1.695 0.0339 0.0566 -0.0224 0.956
C 1.926 4.103 -1.115 -0.0055 -0.0170 -0.0118 -0.522
C 2.546 3.236 -0.231 -0.0041 -0.0542 0.0097 -0.064
C 1.847 2.110 0.188 0.0304 0.0925 -0.0264 -0.101
N 0.609 1.846 -0.220 0.0981 -0.0042 0.0283 0.037
C 0.024 2.674 -1.075 0.0396 0.0261 -0.0039 -0.144
C 0.636 3.825 -1.545 -0.0324 -0.0188 -0.0317 -0.077
C 3.603 4.877 -3.118 -0.0419 -0.0034 0.0580 -0.520
C 2.996 4.871 -4.363 -0.0432 -0.0103 -0.1363 -0.082
C 3.691 4.341 -5.441 -0.0048 0.0194 0.0946 -0.149
N 4.921 3.838 -5.352 -0.0084 0.0133 0.0160 0.052
C 5.490 3.843 -4.149 -0.0696 0.0352 0.0372 -0.144
C 4.879 4.350 -3.009 0.1319 -0.0536 -0.0088 -0.079
H 3.552 3.421 0.120 -0.0139 -0.0016 0.0033 0.104
H 2.293 1.376 0.851 -0.0178 0.0398 -0.0245 0.103
H -0.966 2.393 -1.415 0.0192 0.0150 0.0066 0.102
H 0.130 4.477 -2.244 0.0066 -0.0033 0.0125 0.100
H 1.996 5.265 -4.489 0.0134 -0.0133 -0.0086 0.101
H 3.233 4.318 -6.424 0.0047 0.0005 0.0024 0.101
H 6.486 3.419 -4.086 -0.0061 0.0028 -0.0027 0.104
H 5.386 4.329 -2.054 0.0002 -0.0106 -0.0206 0.104
C -1.740 -4.618 -3.125 0.0232 0.0695 -0.0018 -0.035
N -1.139 -3.297 -3.102 0.0528 -0.0626 -0.0143 -0.064
C -0.794 -2.677 -4.269 -0.0758 -0.0786 -0.0191 -0.091
C -0.281 -1.443 -4.296 0.0250 0.0541 0.0375 -0.012
C -0.125 -0.712 -3.034 -0.2252 -0.0133 0.0606 -0.529
O 0.234 0.468 -3.026 0.0146 0.0142 0.0604 -0.021
N -0.434 -1.388 -1.885 0.1556 -0.2227 -0.2231 0.082
C -0.906 -2.662 -1.867 0.0708 0.2828 -0.0893 -0.538
O -1.151 -3.268 -0.829 -0.0270 -0.0305 0.0763 -0.005
H -1.193 -5.264 -3.815 -0.0066 -0.0008 -0.0035 0.082
H -2.788 -4.569 -3.431 -0.0159 -0.0014 -0.0042 0.081
H -1.685 -5.027 -2.122 0.0093 0.0035 0.0219 0.081
H -0.966 -3.257 -5.168 -0.0079 -0.0132 -0.0009 0.117
H -0.006 -0.958 -5.220 -0.0027 -0.0012 0.0126 0.095
O 0.838 -1.491 2.724 0.0492 0.0472 -0.1059 -0.020
C 1.849 -1.287 2.049 -0.1058 0.0527 0.0442 -0.639
O 1.840 -0.853 0.830 -0.2223 -0.1884 0.1143 -0.182
C 3.212 -1.515 2.650 -0.0109 0.0231 -0.0580 -0.136
C 4.286 -1.836 1.818 -0.0050 0.0728 -0.0085 0.022
C 5.516 -2.042 2.430 0.1395 -0.2499 -0.1248 -0.155
C 5.732 -1.922 3.783 -0.0238 -0.0002 0.1190 0.058
C 4.643 -1.574 4.606 -0.0080 -0.0571 -0.4091 -0.178
C 3.369 -1.394 4.019 0.1358 -0.0472 -0.0002 0.061
N 4.830 -1.416 5.957 0.0491 0.1175 0.8097 -0.422
O 3.828 -1.083 6.686 0.4300 -0.1462 -0.2682 -0.124
O 6.005 -1.600 6.450 -0.4432 0.0682 -0.1854 -0.136
N 6.670 -2.405 1.574 -0.1826 0.8070 -0.0053 -0.359
O 7.768 -2.507 2.089 0.1305 -0.2819 0.1184 0.042
O 6.486 -2.491 0.373 -0.0385 -0.2696 -0.0407 0.042
H 4.165 -1.907 0.749 -0.0152 -0.0160 0.0213 0.113
H 6.701 -2.082 4.223 0.0092 0.0022 0.0150 0.108
H 2.529 -1.161 4.653 -0.0255 0.0033 -0.0107 0.113
C -2.353 -0.084 0.923 0.1031 -0.0725 -0.1728 -0.233
C -3.246 -0.798 0.003 -0.1034 -0.0486 -0.0284 -0.345
C -3.562 -0.277 -1.264 0.0250 0.0239 -0.0106 -0.056
C -4.321 -0.981 -2.174 0.0228 0.0788 -0.0235 -0.047
C -4.814 -2.245 -1.845 -0.1619 -0.1561 -0.1980 -0.264
C -4.528 -2.777 -0.587 -0.0041 -0.0625 0.0431 -0.047
C -3.763 -2.066 0.312 0.0174 0.0356 0.0410 -0.053
C -5.591 -2.995 -2.800 0.1985 0.1750 0.2480 -0.217
N -6.210 -3.598 -3.563 -0.0185 -0.0131 -0.0226 0.111
H -2.451 -0.389 1.961 -0.0742 0.0022 0.0127 0.036
H -2.417 0.999 0.824 -0.0609 0.0039 0.0312 0.029
H -3.158 0.690 -1.544 0.0044 -0.0147 -0.0136 0.105
H -4.531 -0.565 -3.151 0.0173 0.0071 0.0043 0.111
H -4.893 -3.764 -0.332 0.0085 0.0024 0.0110 0.113
H -3.507 -2.511 1.266 -0.0135 -0.0093 -0.0095 0.118
```
Forces are in eV/Å.

Values from the calculation:
HOMO energy (spin up / spin down)	-0.52 / -3.43	eV
gap between HOMO and LUMO (spin up / spin down)	3.847 / 6.756	eV
total charge	-2
E_LUMO (spin up / spin down)	3.32 / 3.32	eV
2S+1	2